# 1
Here is a 9-piece molecular cluster, C48H114O27S2 overall from OMol25. Energies are from the ωB97M-V functional and the def2-TZVPD basis.

Each line ends with the Löwdin charge.
CARTESIAN COORDINATES (ANGSTROEM)
C 8.10 -17.64 -25.82  -0.0623
C 7.28 -18.88 -25.40  -0.2627
O 7.04 -18.68 -23.95  -0.2789
S 5.61 -19.35 -23.45  0.6623
C 4.36 -18.04 -23.90  -0.0905
O 5.51 -20.65 -24.10  -0.2957
O 5.73 -19.39 -21.98  -0.3165
H 7.52 -16.73 -25.74  0.0800
H 8.48 -17.80 -26.83  0.0751
H 9.00 -17.70 -25.20  0.0784
H 6.39 -18.95 -26.03  0.1028
H 7.75 -19.86 -25.48  0.1176
H 4.30 -18.18 -24.98  0.0482
H 4.74 -17.04 -23.71  0.0725
H 3.37 -18.28 -23.52  0.0698
C -15.57 -24.82 -10.29  -0.0656
C -14.78 -23.56 -9.89  -0.2899
O -15.17 -22.52 -10.76  -0.2847
S -14.03 -21.39 -11.27  0.7295
C -15.17 -20.30 -12.24  -0.1059
O -13.56 -20.66 -10.08  -0.3232
O -12.95 -22.04 -12.10  -0.3278
H -15.75 -24.89 -11.37  0.0789
H -16.53 -24.80 -9.77  0.0733
H -15.00 -25.70 -10.03  0.0751
H -15.09 -23.31 -8.88  0.1194
H -13.72 -23.83 -9.92  0.1202
H -15.65 -20.93 -12.99  0.0603
H -14.61 -19.57 -12.81  0.0692
H -16.01 -19.85 -11.70  0.0713
C 1.18 -14.65 -4.63  -0.1003
O 2.59 -14.53 -4.56  -0.2044
C 3.27 -14.05 -5.70  -0.1832
C 3.54 -15.32 -6.61  -0.1634
O 3.77 -14.96 -7.99  -0.1182
C 4.20 -16.19 -8.70  -0.1741
C 3.93 -16.19 -10.17  -0.1918
O 4.06 -14.87 -10.81  -0.1758
C 5.28 -14.80 -11.47  -0.1446
H 0.94 -15.29 -5.48  0.0758
H 0.67 -13.72 -4.85  0.0824
H 0.83 -15.01 -3.66  0.0930
H 4.27 -13.70 -5.45  0.1123
H 2.88 -13.09 -6.05  0.1219
H 2.66 -15.96 -6.51  0.1073
H 4.45 -15.70 -6.14  0.1233
H 3.65 -17.09 -8.39  0.1223
H 5.28 -16.35 -8.67  0.1213
H 2.90 -16.51 -10.35  0.1198
H 4.52 -16.89 -10.76  0.1167
H 5.19 -15.59 -12.21  0.0841
H 6.19 -14.93 -10.88  0.0865
H 5.43 -13.81 -11.92  0.0891
C -8.30 -26.75 -13.94  -0.1442
O -8.34 -28.02 -14.45  -0.1611
C -7.34 -28.95 -14.06  -0.1879
C -6.00 -28.67 -14.66  -0.1765
O -5.50 -27.43 -14.12  -0.1797
C -4.37 -26.86 -14.80  -0.1669
C -4.04 -25.65 -13.91  -0.2010
O -2.73 -25.19 -14.28  -0.2003
C -2.10 -24.48 -13.17  -0.0872
H -7.57 -26.17 -14.51  0.0801
H -8.22 -26.63 -12.86  0.0969
H -9.15 -26.13 -14.24  0.0846
H -7.63 -29.96 -14.34  0.1265
H -7.35 -28.99 -12.97  0.1280
H -5.86 -28.77 -15.74  0.1284
H -5.23 -29.36 -14.31  0.1230
H -4.74 -26.45 -15.74  0.1230
H -3.51 -27.47 -15.05  0.1278
H -4.11 -25.82 -12.84  0.1191
H -4.70 -24.80 -14.08  0.1236
H -1.74 -25.21 -12.44  0.0804
H -2.80 -23.87 -12.60  0.0796
H -1.25 -23.91 -13.54  0.0838
C -3.69 -20.84 -0.39  -0.1170
O -4.17 -19.86 0.52  -0.1876
C -5.43 -20.30 1.19  -0.1694
C -6.02 -19.28 2.12  -0.2401
O -7.32 -19.47 2.58  -0.1159
C -7.66 -20.62 3.36  -0.1837
C -7.72 -20.27 4.83  -0.1272
O -6.39 -19.73 5.27  -0.1720
C -6.46 -18.94 6.37  -0.1864
H -2.73 -20.48 -0.78  0.0918
H -4.43 -21.16 -1.12  0.0809
H -3.61 -21.74 0.21  0.0758
H -5.06 -21.00 1.94  0.1136
H -6.25 -20.75 0.64  0.1340
H -6.06 -18.30 1.66  0.1328
H -5.35 -19.09 2.96  0.1234
H -6.89 -21.38 3.17  0.1139
H -8.51 -21.23 3.05  0.1258
H -8.02 -21.14 5.42  0.1218
H -8.49 -19.52 4.93  0.1223
H -6.85 -19.43 7.26  0.0837
H -7.00 -17.99 6.31  0.0877
H -5.42 -18.70 6.58  0.0918
C -16.40 -11.87 -0.86  -0.0807
O -16.95 -13.09 -1.48  -0.2007
C -16.61 -13.30 -2.89  -0.1573
C -15.12 -13.48 -3.33  -0.2137
O -14.42 -14.27 -2.42  -0.1288
C -13.00 -14.40 -2.65  -0.1665
C -12.16 -13.28 -2.05  -0.1910
O -10.88 -13.06 -2.67  -0.2020
C -10.95 -12.47 -4.01  -0.0747
H -15.37 -12.06 -0.58  0.0703
H -16.91 -11.59 0.07  0.0804
H -16.39 -11.06 -1.58  0.0797
H -17.11 -12.56 -3.52  0.1116
H -17.27 -14.15 -3.05  0.1182
H -14.59 -12.53 -3.40  0.1072
H -15.11 -13.72 -4.39  0.1205
H -12.78 -14.59 -3.70  0.1168
H -12.72 -15.35 -2.19  0.1263
H -11.76 -13.59 -1.08  0.1252
H -12.73 -12.36 -1.93  0.1181
H -11.74 -12.82 -4.67  0.0789
H -10.07 -12.81 -4.56  0.0750
H -10.68 -11.43 -3.82  0.0869
C -0.51 -11.73 -21.38  -0.0932
O 0.88 -11.82 -21.11  -0.1967
C 1.37 -10.95 -20.11  -0.1966
C 2.91 -11.17 -19.78  -0.1390
O 3.73 -10.10 -20.33  -0.1419
C 5.07 -10.42 -20.69  -0.1826
C 5.72 -9.46 -21.74  -0.1794
O 6.88 -10.10 -22.32  -0.2203
C 7.74 -9.38 -23.18  -0.1069
H -0.83 -12.64 -21.88  0.0869
H -0.47 -10.85 -22.04  0.0923
H -1.08 -11.60 -20.47  0.0846
H 0.87 -10.97 -19.14  0.1110
H 1.30 -9.88 -20.30  0.1172
H 3.15 -12.20 -20.05  0.1204
H 3.09 -11.08 -18.71  0.1140
H 5.13 -11.37 -21.23  0.1227
H 5.82 -10.37 -19.91  0.1217
H 6.12 -8.54 -21.32  0.1164
H 4.97 -9.20 -22.48  0.1193
H 8.45 -8.82 -22.56  0.0808
H 7.13 -8.63 -23.68  0.0818
H 8.29 -10.04 -23.85  0.0877
C -1.55 -17.52 -15.00  -0.0961
O -2.19 -16.86 -13.88  -0.2250
C -3.64 -16.89 -13.86  -0.1831
C -4.39 -15.97 -12.84  -0.1538
O -4.52 -16.58 -11.52  -0.1603
C -3.22 -16.81 -10.76  -0.1232
C -3.62 -17.69 -9.54  -0.1854
O -3.88 -19.04 -10.00  -0.1909
C -5.25 -19.42 -10.39  -0.0852
H -0.55 -17.27 -14.65  0.0888
H -1.68 -17.17 -16.02  0.0802
H -1.69 -18.60 -15.01  0.0807
H -3.85 -17.96 -13.85  0.1230
H -3.95 -16.47 -14.82  0.1094
H -5.37 -15.68 -13.23  0.1170
H -3.83 -15.04 -12.87  0.1171
H -2.93 -15.92 -10.20  0.1091
H -2.33 -17.18 -11.27  0.1189
H -4.39 -17.15 -8.99  0.1230
H -2.75 -17.84 -8.92  0.1193
H -5.94 -19.53 -9.56  0.0749
H -5.37 -20.40 -10.87  0.0725
H -5.72 -18.78 -11.14  0.0692
C -8.47 -20.56 -21.98  -0.1400
O -9.68 -21.24 -21.86  -0.1913
C -9.59 -22.49 -21.18  -0.1533
C -11.09 -23.05 -21.15  -0.0915
O -11.63 -23.49 -22.45  -0.1300
C -10.99 -24.51 -23.14  -0.2664
C -11.71 -25.80 -23.13  -0.1471
O -11.63 -26.20 -21.71  -0.2054
C -10.43 -26.88 -21.39  -0.1170
H -7.72 -21.19 -22.46  0.0880
H -8.12 -20.27 -20.99  0.0790
H -8.48 -19.56 -22.42  0.0872
H -9.18 -22.27 -20.19  0.1183
H -8.92 -23.20 -21.66  0.1035
H -11.87 -22.42 -20.72  0.1236
H -11.17 -23.98 -20.58  0.1036
H -9.92 -24.44 -22.95  0.1163
H -11.01 -24.26 -24.20  0.1244
H -11.28 -26.58 -23.75  0.1188
H -12.74 -25.72 -23.46  0.1294
H -9.65 -26.18 -21.08  0.0760
H -10.08 -27.63 -22.10  0.0873
H -10.70 -27.38 -20.46  0.0867

Output
- Maximum force: 4.39 eV/A
- Energy relative to the best compared isomer or geometry (same formula, charge and spin): 215.67 kcal/mol
- Orbital gap: 0.354 Eh
- HOMO level: -9.2 eV
- Multiplicity: 1
- Charge: 0
- DFT total energy: -4724.2838 hartree

=====

# 2
Here is a 11-piece molecular cluster, C48H117Br2N12O6 overall from OMol25. Energies are from the ωB97M-V functional and the def2-TZVPD basis.

Each line ends with the Löwdin charge.
CARTESIAN COORDINATES (ANGSTROEM)
C 0.79 1.43 3.26  -0.0251
C 1.04 -0.13 3.28  -0.1518
N 0.70 -0.79 2.05  -0.0688
C 1.39 -0.82 0.83  0.0264
C 0.59 -1.52 -0.04  -0.0189
N -0.60 -1.84 0.62  -0.0819
C -0.47 -1.42 1.92  0.0270
C -1.63 -2.71 0.02  0.0221
H -0.24 1.66 3.57  0.0777
H 1.08 1.85 2.30  0.0728
H 1.52 1.82 3.97  0.0846
H 0.62 -0.67 4.13  0.1327
H 2.12 -0.26 3.33  0.1295
H 2.31 -0.28 0.62  0.1413
H 0.74 -1.76 -1.08  0.1295
H -1.23 -1.55 2.67  0.1755
H -2.24 -3.08 0.85  0.1036
H -1.15 -3.56 -0.46  0.1010
H -2.25 -2.11 -0.65  0.1003
C -2.59 1.63 -8.88  -0.0386
C -3.41 0.72 -7.89  -0.1409
N -3.53 1.21 -6.51  -0.0417
C -2.42 1.65 -5.78  0.0278
C -2.93 1.95 -4.51  -0.0286
N -4.28 1.81 -4.47  -0.0906
C -4.61 1.34 -5.73  0.0252
C -5.13 1.84 -3.28  0.0369
H -2.97 2.64 -9.00  0.0901
H -2.46 1.32 -9.92  0.0910
H -1.58 1.65 -8.46  0.0580
H -2.98 -0.29 -7.87  0.1209
H -4.41 0.52 -8.28  0.1283
H -1.42 1.70 -6.19  0.1272
H -2.47 2.35 -3.62  0.1318
H -5.62 1.00 -5.92  0.1732
H -5.43 0.82 -3.04  0.1128
H -5.92 2.58 -3.42  0.1158
H -4.51 2.27 -2.50  0.1009
C -7.68 -7.23 0.15  -0.0436
C -8.24 -6.48 1.43  -0.1488
N -9.28 -5.55 1.13  -0.0555
C -10.42 -5.36 1.81  -0.0221
C -11.25 -4.52 1.14  0.0507
N -10.49 -4.02 0.03  -0.0740
C -9.34 -4.68 0.07  0.0037
C -10.91 -3.06 -0.96  0.0188
H -7.21 -8.19 0.35  0.0808
H -7.01 -6.61 -0.46  0.0631
H -8.50 -7.50 -0.51  0.0803
H -7.47 -6.01 2.04  0.1284
H -8.66 -7.23 2.10  0.1299
H -10.62 -5.89 2.73  0.1520
H -12.21 -4.09 1.37  0.1450
H -8.54 -4.44 -0.62  0.1639
H -10.25 -3.07 -1.83  0.1015
H -10.93 -2.10 -0.44  0.1119
H -11.92 -3.24 -1.33  0.1132
C -5.54 6.58 4.50  0.0341
N -5.09 8.02 4.97  -0.3067
C -5.52 8.28 6.42  0.0206
C -3.54 8.03 4.85  0.0350
C -5.74 9.03 3.97  -0.0857
C -5.72 10.48 4.42  -0.2502
O -4.49 11.11 4.45  -0.0322
H -6.63 6.53 4.60  0.1067
H -4.98 5.92 5.17  0.0985
H -5.36 6.41 3.44  0.1023
H -5.30 7.50 7.15  0.1169
H -6.54 8.64 6.55  0.1133
H -5.04 9.23 6.68  0.0950
H -3.17 8.83 5.49  0.1023
H -3.34 8.16 3.79  0.1069
H -3.23 7.08 5.27  0.0956
H -6.75 8.65 3.84  0.1330
H -5.37 8.80 2.97  0.1333
H -6.34 10.68 5.30  0.1359
H -6.06 11.04 3.55  0.1416
H -4.34 11.43 5.35  0.1038
C -1.13 -5.52 -8.02  0.0388
N 0.40 -5.33 -8.14  -0.3192
C 0.81 -3.88 -7.69  0.0392
C 1.09 -6.24 -7.17  -0.0132
C 0.88 -5.55 -9.57  -0.0836
C 0.06 -4.84 -10.68  -0.2511
O 0.20 -3.47 -10.68  -0.0387
H -1.50 -6.41 -8.54  0.1181
H -1.62 -4.67 -8.51  0.1027
H -1.38 -5.64 -6.97  0.1036
H 1.88 -3.80 -7.52  0.1100
H 0.22 -3.83 -6.77  0.0915
H 0.49 -3.10 -8.38  0.0906
H 2.17 -6.11 -7.28  0.1105
H 0.90 -7.31 -7.33  0.1228
H 0.89 -5.96 -6.14  0.1055
H 0.87 -6.63 -9.71  0.1424
H 1.94 -5.39 -9.72  0.1477
H -0.93 -5.25 -10.86  0.1335
H 0.59 -5.11 -11.60  0.1381
H -0.61 -3.16 -11.10  0.1108
C 6.47 -4.11 2.63  0.0015
N 7.79 -4.75 3.09  -0.2954
C 8.91 -3.69 2.94  0.0321
C 7.61 -5.24 4.57  0.0328
C 7.97 -5.95 2.13  -0.1014
C 9.07 -6.93 2.50  -0.2591
O 8.44 -7.85 3.31  -0.0265
H 6.31 -3.25 3.29  0.1094
H 5.65 -4.82 2.71  0.1033
H 6.60 -3.83 1.58  0.1014
H 9.93 -4.02 3.16  0.1120
H 8.73 -2.82 3.57  0.1094
H 8.88 -3.20 1.97  0.1036
H 7.55 -4.39 5.25  0.1022
H 8.52 -5.63 5.01  0.1108
H 6.74 -5.89 4.71  0.1128
H 8.22 -5.37 1.24  0.1245
H 7.11 -6.60 1.94  0.1441
H 9.94 -6.44 2.94  0.1268
H 9.41 -7.30 1.54  0.1390
H 8.71 -8.70 2.95  0.1159
C 3.87 8.47 -2.54  0.0032
N 3.46 7.86 -1.22  -0.3089
C 2.44 8.86 -0.61  0.0130
C 2.80 6.46 -1.43  0.0339
C 4.71 7.82 -0.23  -0.0677
C 4.45 7.40 1.22  -0.2166
O 3.88 8.46 1.96  -0.0539
H 2.96 8.71 -3.08  0.1039
H 4.46 7.72 -3.08  0.1104
H 4.25 9.47 -2.34  0.1176
H 1.60 9.13 -1.26  0.1068
H 2.95 9.78 -0.30  0.1153
H 1.96 8.38 0.24  0.0997
H 3.50 5.79 -1.92  0.0994
H 2.08 6.65 -2.22  0.0967
H 2.34 6.05 -0.53  0.1012
H 5.21 8.78 -0.31  0.1377
H 5.38 7.02 -0.56  0.1332
H 5.43 7.23 1.66  0.1404
H 3.91 6.45 1.25  0.1253
H 4.53 9.16 2.03  0.1058
C -3.29 -6.38 9.47  -0.0051
N -3.84 -4.99 9.14  -0.3281
C -4.19 -5.00 7.62  0.0499
C -5.08 -4.90 9.94  -0.0135
C -2.81 -4.04 9.71  -0.1070
C -2.82 -2.62 9.17  -0.1861
O -3.98 -1.97 9.76  -0.0427
H -2.28 -6.50 9.06  0.1086
H -4.01 -7.17 9.28  0.1198
H -2.99 -6.44 10.52  0.1139
H -4.83 -4.13 7.46  0.1080
H -4.78 -5.89 7.42  0.1072
H -3.28 -4.94 7.01  0.1044
H -5.91 -5.60 9.79  0.1247
H -5.49 -3.91 9.80  0.1057
H -4.80 -4.96 10.99  0.1182
H -1.83 -4.40 9.38  0.1358
H -2.95 -4.20 10.78  0.1466
H -2.81 -2.71 8.08  0.1108
H -1.88 -2.16 9.45  0.1312
H -3.94 -1.02 9.62  0.0976
C 7.26 1.79 -3.82  0.0178
N 8.74 1.83 -4.25  -0.3187
C 9.63 2.10 -3.03  0.0465
C 9.00 0.41 -4.85  0.0155
C 9.07 2.87 -5.37  -0.0477
C 8.27 4.21 -5.27  -0.2401
O 8.44 4.91 -4.08  -0.0522
H 7.06 0.92 -3.20  0.1036
H 6.59 1.74 -4.68  0.1057
H 7.19 2.71 -3.23  0.0968
H 9.16 3.01 -2.67  0.1002
H 10.61 2.21 -3.50  0.1121
H 9.71 1.29 -2.30  0.1173
H 8.51 0.22 -5.81  0.1064
H 8.76 -0.26 -4.02  0.0986
H 10.06 0.26 -5.05  0.1102
H 8.78 2.40 -6.31  0.1274
H 10.14 3.04 -5.49  0.1433
H 7.20 4.04 -5.22  0.1045
H 8.44 4.83 -6.16  0.1394
H 8.32 5.85 -4.17  0.1090
Br -5.88 -0.50 2.88  -0.9846
Br 6.44 2.21 1.95  -0.9828

Output
- Maximum force: 4.04 eV/A
- Orbital gap: 0.170 Eh
- HOMO level: -15.3 eV
- Multiplicity: 1
- Charge: +7
- DFT total energy: -8152.8053 hartree